40
Properties=species:S:1:pos:R:3 method="wB97M-V/def2-TZVPD" lumo_energy_ev=3.670 homo_energy_ev=-0.57 homo_lumo_gap_ha=0.156 relative_energy_kj_mol=218.8 total_charge=-2 e_tot_ha=-13267.5130
Zn -1.7042 1.2184 -1.1716
C 3.1515 1.1822 2.5804
Si 1.7211 -0.0416 2.5167
C 0.3341 0.6500 3.5636
C 2.2990 -1.6777 3.2715
C 1.3649 -0.3679 0.6896
C 2.4758 -0.5672 -0.1252
C 2.3607 -0.6851 -1.5043
C 1.0997 -0.5589 -2.0501
N 0.0046 -0.4117 -1.3094
C 0.1160 -0.3353 0.0365
S -1.4011 -0.0508 0.8468
H 3.4465 1.3625 3.6177
H 2.8443 2.1358 2.1456
H 4.0345 0.8380 2.0378
H 0.7196 0.7944 4.5785
H -0.5308 -0.0100 3.5999
H -0.0054 1.6141 3.1806
H 2.5801 -1.5480 4.3199
H 3.1636 -2.0767 2.7345
H 1.5041 -2.4259 3.2215
H 3.4671 -0.5915 0.3177
H 3.2265 -0.8132 -2.1391
H 0.9470 -0.5537 -3.1240
C -1.9417 -3.1325 -1.6079
N -2.7479 -1.9700 -1.3182
C -3.3235 -1.2098 -2.2451
N -3.3041 -1.6622 -3.5294
S -4.0511 0.2751 -1.9036
H -1.5331 -3.5003 -0.6699
H -1.0965 -2.8913 -2.2619
H -2.5389 -3.9264 -2.0630
H -2.5849 -1.5065 -0.4217
H -2.5868 -2.3114 -3.8092
H -3.5659 -0.9653 -4.2072
Se -4.0248 5.5277 -2.0524
Sb -1.6776 5.3381 -1.4606
Se -0.8905 2.9723 -2.4447
Se -0.1455 6.7028 -2.7619
Se -1.2066 5.1795 0.9218


75
Properties=species:S:1:pos:R:3 method="wB97M-V/def2-TZVPD" lumo_energy_ev=-0.310 homo_energy_ev=-8.90 homo_lumo_gap_ha=0.316 relative_energy_kj_mol=896.3 e_tot_ha=-1640.7637
N 0.5242 2.1361 1.7119
C 1.4198 2.3059 2.6369
N 1.5114 3.5262 3.0629
O 2.0271 1.2931 3.2572
H 0.3945 1.1438 1.3972
H -0.1599 2.8435 1.3953
H 2.2450 3.6412 3.7080
H 1.0310 4.2423 2.4492
N -1.4034 1.2833 3.5330
C -2.4900 0.6202 3.8622
N -3.1500 1.3436 4.6886
O -2.7118 -0.6652 3.3932
H -0.8105 1.0011 2.7687
H -1.2147 2.1810 3.9909
H -4.1063 1.1061 4.9098
H -2.8592 2.2797 5.0104
N 0.4273 -0.1331 -0.9439
C 0.5332 -0.7735 0.1929
N -0.3939 -0.3734 1.0663
O 1.6074 -1.6488 0.4107
H 1.2643 -0.3214 -1.5013
H 0.0185 0.7341 -1.1943
H -0.2697 -0.8264 2.0052
H -1.3135 0.0643 0.9284
C 3.8816 1.0203 -1.3654
C 3.4192 1.7928 -0.1117
O 2.1786 2.4435 -0.4422
H 3.8889 -0.1339 -1.2698
H 4.9972 1.1000 -1.4921
H 3.3954 1.2543 -2.2940
H 4.1545 2.6045 0.1156
H 3.2736 0.9838 0.6984
H 1.5755 2.3671 0.3502
C 1.4067 -2.0627 3.3446
O 0.0633 -2.0923 3.0518
H 1.9221 -2.7583 2.6595
H 1.5465 -2.3945 4.2993
H 1.8748 -1.0720 3.2324
H -0.3566 -2.9557 2.9433
C -3.5345 1.4737 1.0538
O -2.6023 0.8449 0.1978
H -2.9885 2.1305 1.7787
H -4.0555 0.7413 1.6053
H -4.2662 2.1408 0.5778
H -2.0764 1.5519 -0.2832
C -0.8777 -0.7780 -3.9588
O -1.4986 -0.7506 -2.7079
H -1.6199 -0.7024 -4.7495
H -0.1827 -1.6333 -4.1164
H -0.1383 0.0407 -4.1344
H -0.8623 -1.0464 -1.9937
C 2.6124 -1.8677 -3.9630
O 2.2359 -0.9533 -2.9608
H 3.3350 -1.4754 -4.6863
H 1.6996 -2.1895 -4.4683
H 2.9828 -2.8072 -3.5583
H 2.1942 -0.1483 -3.3652
C -1.2503 2.7182 -2.6455
O -0.6490 2.4455 -1.4041
H -2.0537 2.0822 -2.9171
H -0.6717 2.8440 -3.5967
H -1.7175 3.7098 -2.4195
H -0.1022 3.2228 -1.3447
C -3.0680 -2.1945 0.0894
O -3.7234 -3.4209 -0.0140
H -3.7106 -1.5461 0.6175
H -2.6146 -1.7624 -0.8792
H -2.1416 -2.2935 0.6457
H -3.3165 -3.8544 -0.7821
C 0.9312 -4.2943 -2.1361
O 0.0723 -3.1929 -1.8473
H 0.6065 -5.1737 -1.6769
H 1.9205 -3.9940 -1.8013
H 1.1931 -4.4941 -3.1609
H 0.5963 -2.4737 -1.4540


58
Properties=species:S:1:pos:R:3 method="wB97M-V/def2-TZVPD" lumo_energy_ev=-3.370 homo_energy_ev=-10.44 homo_lumo_gap_ha=0.260 relative_energy_kj_mol=0.0 total_charge=+1 e_tot_ha=-2502.0774
C 1.1992 0.6235 2.3313
C 1.8722 -0.5091 3.1300
C 0.8854 -1.5788 3.6109
C 2.6345 0.0836 4.3104
N 3.6902 -0.8995 4.7940
O 3.7222 -1.0863 6.1846
H 1.5628 0.6477 1.3067
H 0.1204 0.4836 2.2900
H 1.3913 1.6153 2.7382
H 2.6015 -1.0127 2.4807
H 0.3184 -1.2339 4.4782
H 1.3757 -2.5215 3.8826
H 0.1829 -1.8273 2.8175
H 3.1421 1.0165 4.0772
H 1.9934 0.2386 5.1765
H 3.5528 -1.7954 4.3150
H 4.6335 -0.5767 4.5700
H 3.1218 -1.8244 6.3887
C 0.6563 3.3833 -1.9968
S -0.1779 3.4102 -0.4134
O 0.8855 3.1988 0.6180
C -1.0064 1.8328 -0.6022
H 1.2571 4.2871 -2.0747
H 1.2939 2.4994 -2.0382
H -0.0813 3.3617 -2.7986
H -0.2587 1.0572 -0.7717
H -1.7085 1.8823 -1.4339
H -1.5658 1.6385 0.3108
C -4.7394 -1.7812 0.2597
S -5.3503 -0.1674 0.7298
O -4.5931 0.8231 -0.0881
C -4.6089 -0.1355 2.3674
H -5.0524 -1.9810 -0.7614
H -3.6504 -1.7808 0.3038
H -5.1574 -2.5407 0.9209
H -3.5302 -0.2596 2.2654
H -5.0376 -0.9321 2.9753
H -4.8361 0.8314 2.8114
C -4.1008 -4.1778 -4.7605
S -3.2553 -3.1324 -3.5728
O -3.8898 -3.3954 -2.2499
C -3.9321 -1.5734 -4.1503
H -3.8430 -5.2081 -4.5251
H -5.1757 -4.0294 -4.6634
H -3.7602 -3.9327 -5.7663
H -5.0198 -1.6187 -4.1024
H -3.5935 -1.3842 -5.1688
H -3.5639 -0.7939 -3.4859
C 4.8019 2.2347 -1.3628
S 3.9564 2.2750 -2.9474
O 3.2290 0.9830 -3.0670
C 5.4295 2.1645 -3.9657
H 4.0314 2.2574 -0.5933
H 5.3850 1.3162 -1.2958
H 5.4405 3.1127 -1.2683
H 5.9736 1.2545 -3.7141
H 6.0453 3.0485 -3.8031
H 5.1029 2.1287 -5.0028


14
Properties=species:S:1:pos:R:3 method="wB97M-V/def2-TZVPD" lumo_energy_ev=-2.952 homo_energy_ev=-15.16 homo_lumo_gap_ha=0.449 relative_energy_kj_mol=40.2 total_charge=+1 e_tot_ha=-303.2793
N -1.5936 0.2089 0.1955
C -1.4811 -0.2249 -1.0347
N -0.3310 -0.4337 -1.6207
H -0.7749 0.2911 0.8109
H -2.5050 0.4379 0.5531
H -2.3910 -0.4819 -1.5580
H -0.3249 -0.9532 -2.4823
H 0.5050 0.0437 -1.3005
H 3.0173 -0.1075 -0.0344
H 2.2972 1.1732 0.1019
O 2.1789 0.2985 -0.2969
H 1.0014 -0.5131 1.7989
H 0.1956 0.2572 2.8974
O 0.2062 0.0039 1.9698